{"formula": "C17H24O2PbS5", "method": "the ωB97M-V functional and the def2-TZVPD basis", "gap_ev": 7.4, "total_energy_ha": -2996.4654, "de_lowest_kj_mol": 16.3, "elements": ["Pb", "C", "C", "C", "C", "C", "C", "C", "C", "C", "C", "H", "H", "H", "H", "H", "H", "H", "H", "H", "H", "H", "H", "H", "H", "S", "C", "S", "C", "C", "S", "S", "S", "C", "O", "C", "C", "O", "C", "H", "H", "H", "H", "H", "H", "H", "H", "H", "H"], "xyz": [[-0.0360, -0.4212, 0.3675], [2.5459, -3.1956, 1.1171], [3.4333, -2.5648, 0.0409], [3.1488, -3.2170, -1.3081], [3.3258, -1.0433, 0.0100], [3.3270, -0.3106, 1.1982], [3.2744, 1.0746, 1.1995], [3.2138, 1.7936, 0.0069], [3.2138, 3.3021, 0.0096], [3.2002, 1.0669, -1.1794], [3.2656, -0.3226, -1.1786], [2.7003, -4.2761, 1.1390], [1.4813, -3.0310, 0.9140], [2.7551, -2.8181, 2.1174], [4.4741, -2.7881, 0.3014], [2.1411, -2.9694, -1.6585], [3.2083, -4.3022, -1.2143], [3.8578, -2.9150, -2.0801], [3.3484, -0.8275, 2.1496], [3.2684, 1.6038, 2.1472], [4.2282, 3.6895, 0.1315], [2.6163, 3.7014, 0.8311], [2.8212, 3.7027, -0.9263], [3.1436, 1.5944, -2.1264], [3.2402, -0.8423, -2.1280], [-3.5484, -2.7033, 6.5718], [-2.7805, -2.2045, 5.2124], [-1.7415, -0.8307, 5.1409], [-1.2965, -0.9329, 3.4513], [-1.8383, -1.9556, 2.7680], [-1.6179, -2.3321, 1.0727], [-2.8919, -3.0070, 3.6892], [-0.2131, 0.2933, 2.8392], [-2.5488, -1.2657, -2.2847], [-1.7260, -0.1361, -2.0275], [-2.4774, 1.0634, -2.0100], [-1.5742, 2.1889, -1.6147], [-1.2506, 2.0474, -0.2417], [-0.3996, 3.0855, 0.2189], [-3.0624, -1.1528, -3.2443], [-3.2853, -1.4026, -1.4876], [-1.9057, -2.1420, -2.3285], [-3.3014, 0.9845, -1.2912], [-2.9002, 1.2594, -3.0011], [-2.0818, 3.1456, -1.7805], [-0.6614, 2.1700, -2.2235], [-0.8615, 4.0624, 0.0514], [0.5658, 3.0518, -0.2949], [-0.2525, 2.9342, 1.2867]], "forces_ev_per_a": [[0.1, 0.1, 0.0], [-0.1, -0.1, 0.0], [0.0, 0.1, 0.0], [-0.1, 0.0, -0.1], [0.1, -0.1, 0.0], [0.0, 0.0, 0.1], [-0.1, 0.0, 0.0], [0.0, 0.0, 0.0], [0.0, 0.0, 0.0], [0.0, 0.0, 0.0], [-0.1, 0.1, -0.1], [0.0, 0.0, 0.0], [0.1, 0.0, 0.0], [0.0, 0.0, 0.0], [0.0, 0.0, 0.0], [0.0, 0.0, 0.0], [0.0, 0.0, 0.0], [0.0, 0.0, 0.0], [0.1, 0.0, 0.0], [0.0, 0.0, 0.0], [0.0, 0.0, 0.0], [0.0, 0.0, 0.0], [0.0, 0.0, 0.0], [0.0, 0.0, 0.0], [0.0, 0.0, 0.0], [0.0, 0.0, 0.0], [0.1, -0.1, 0.0], [0.1, 0.2, 0.1], [0.0, 0.1, 0.0], [0.0, -0.1, -0.1], [-0.1, 0.1, 0.0], [-0.1, -0.2, -0.1], [0.0, 0.0, 0.0], [0.0, 0.0, 0.0], [-0.1, -0.1, 0.1], [-0.1, -0.1, 0.0], [0.1, 0.1, 0.1], [0.0, 0.0, 0.0], [0.0, 0.0, 0.0], [0.0, 0.0, 0.0], [0.0, 0.0, 0.0], [0.0, 0.0, 0.0], [0.0, 0.0, 0.0], [0.0, 0.0, -0.1], [0.0, 0.0, 0.0], [0.0, 0.0, 0.0], [0.0, 0.0, 0.0], [0.0, 0.0, 0.0], [0.0, 0.0, 0.0]]}